The following is a quantum chemistry calculation of a single C13H16NO2PS molecule in a non-equilibrium geometry, from OMol25.

Summary:
* gap between HOMO and LUMO: 8.364 eV
* calculated total energy: -1449.6878 Ha
* SMILES string: CCO[P@](C)(=S)NOc1cccc2ccccc12
* HOMO energy: -8.022 eV

Geometry as XYZ:
```
34
C13H16NO2PS (ωB97M-V/def2-TZVPD)
S 3.208 -2.597 0.957
O 0.795 0.358 -0.513
O 0.830 -3.498 -0.597
C -0.813 5.300 0.148
C -2.840 0.935 0.412
C 0.411 4.721 -0.106
C -1.598 0.332 0.068
C -1.896 4.450 0.321
C -2.880 2.277 0.562
C 0.637 3.349 -0.108
C -0.322 0.983 -0.150
C -1.747 3.004 0.285
C -0.447 2.423 0.011
N 1.090 -0.798 0.298
C 0.135 -5.441 0.564
C 0.234 -3.872 0.633
C 2.627 -1.675 -2.024
P 1.891 -2.167 -0.385
H -0.822 6.418 0.273
H -3.651 0.318 0.642
H 1.296 5.349 -0.310
H -1.632 -0.762 0.114
H -2.846 4.981 0.513
H -3.785 2.774 0.821
H 1.568 2.921 -0.468
H 1.640 -0.582 1.143
H 0.208 -5.761 -0.447
H 0.953 -5.958 1.112
H -0.835 -5.756 1.045
H -0.699 -3.490 0.708
H 0.936 -3.693 1.508
H 2.975 -0.666 -1.915
H 1.894 -1.840 -2.870
H 3.481 -2.339 -2.246
```



The following is a quantum chemistry calculation of a molecular structure, C13H16NO3ReS4, from OMol25.

Summary:
* gap between HOMO and LUMO (spin up / spin down): 6.333 / 7.323 eV
* calculated total energy: -2455.2782 Ha
* charge: +3
* HOMO energy (spin up / spin down): -17.919 / -19.404 eV
* 2S+1: 4

Geometry as XYZ:
```
38
C13H16NO3ReS4 (ωB97M-V/def2-TZVPD)
Re -0.064 0.003 0.056
C 2.638 1.755 -0.594
C 1.776 2.803 0.086
S -0.013 2.373 0.088
C -0.516 2.706 1.812
C 0.174 1.835 2.839
S 0.073 0.046 2.414
C 1.784 -0.529 2.689
C 2.817 0.128 1.792
S 2.350 0.051 0.013
H 2.457 1.695 -1.668
H 3.698 1.974 -0.456
H 2.069 2.981 1.119
H 1.858 3.750 -0.450
H -0.326 3.762 2.012
H -1.597 2.561 1.804
H 1.223 2.092 2.978
H -0.326 1.944 3.802
H 2.019 -0.353 3.741
H 1.734 -1.609 2.544
H 2.990 1.174 2.040
H 3.767 -0.398 1.883
O -4.338 -3.120 -1.491
S -5.086 -2.215 -0.371
O -4.431 -3.312 0.634
N -4.118 -0.929 -0.210
C -2.845 -1.196 -0.186
O -1.999 -0.193 -0.064
C -2.336 -2.558 -0.282
C -1.031 -2.939 -0.263
C -0.661 -4.284 -0.370
C -1.670 -5.283 -0.499
C -2.989 -4.975 -0.527
C -3.419 -3.579 -0.419
H -0.210 -2.192 -0.192
H 0.380 -4.576 -0.365
H -1.364 -6.318 -0.583
H -3.764 -5.724 -0.630
```



The following is a quantum chemistry calculation of a single C13H16O3S2 molecule in a non-equilibrium geometry, from OMol25.

Summary:
* gap between HOMO and LUMO: 8.977 eV
* calculated total energy: -1527.0566 Ha
* ΔE to the lowest compared entry with this formula, charge and spin: 0.010 eV
* SMILES string: COC(=O)c1oc2c(c1C)C1(CCC2)SCCS1
* HOMO energy: -8.415 eV

Geometry as XYZ:
```
34
C13H16O3S2 (ωB97M-V/def2-TZVPD)
O -2.926 -2.960 -1.365
O -0.999 -1.100 -1.955
O -2.409 -3.000 0.868
S 2.357 0.563 0.799
S 0.230 2.579 0.915
C -2.403 -2.445 -0.386
C -1.415 -1.365 -0.653
C -0.700 -0.592 0.247
C -0.124 -0.051 -1.875
C 0.082 0.322 -0.580
C -3.233 -4.176 1.045
C -0.823 -0.528 1.750
C 2.582 1.831 2.072
C 1.183 2.252 2.447
C 0.573 0.520 -3.077
C 1.051 1.409 -0.190
C 1.800 1.382 -2.711
C 1.526 2.238 -1.425
H -3.105 -4.560 2.041
H -2.992 -4.968 0.325
H -4.285 -3.907 0.902
H -1.718 -1.083 2.108
H 0.079 -0.946 2.243
H -1.007 0.530 2.045
H 3.155 1.396 2.910
H 3.161 2.669 1.648
H 1.162 3.153 3.069
H 0.660 1.447 3.011
H -0.187 1.158 -3.599
H 0.857 -0.289 -3.772
H 2.660 0.706 -2.502
H 2.090 2.050 -3.520
H 2.396 2.822 -1.161
H 0.722 2.945 -1.675
```



The following is a quantum chemistry calculation of a single C13H16O4 molecule in a non-equilibrium geometry, from OMol25.

Summary:
* gap between HOMO and LUMO: 9.001 eV
* calculated total energy: -805.9098 Ha
* ΔE to the lowest compared entry with this formula, charge and spin: 1.220 eV
* SMILES string: CO[C@]1(C)c2ccc(C(C)=O)cc2O[C@@]1(C)O
* HOMO energy: -8.684 eV

Geometry as XYZ:
```
33
C13H16O4 (ωB97M-V/def2-TZVPD)
O -0.597 -1.188 -4.892
O -1.236 0.554 2.921
O -1.211 0.992 0.709
O 1.923 -0.432 1.839
C -0.866 -0.278 -4.141
C 0.610 -1.174 -2.317
C -1.077 0.452 -1.726
C 1.079 -1.247 -0.986
C -0.665 0.382 -0.395
C -0.464 -0.338 -2.701
C 0.402 -0.468 -0.039
C 2.272 -0.426 3.234
C -1.772 0.824 -4.695
C 0.413 2.083 2.034
C -0.150 -1.761 1.972
C -0.350 0.769 1.824
C 0.528 -0.483 1.458
H -1.853 1.298 2.922
H 1.060 -1.806 -3.061
H -1.908 1.152 -1.912
H 1.917 -1.901 -0.714
H 1.358 -0.205 3.819
H 2.635 -1.405 3.509
H 3.038 0.317 3.463
H -1.967 0.725 -5.761
H -2.741 0.866 -4.210
H -1.210 1.772 -4.583
H 1.129 2.271 1.203
H -0.291 2.902 2.012
H 0.957 2.033 2.984
H -0.230 -1.790 3.046
H -1.171 -1.850 1.575
H 0.437 -2.639 1.608
```



The following is a quantum chemistry calculation of a single C13H17Cl2NO2S molecule in a non-equilibrium geometry, from OMol25.

Summary:
* gap between HOMO and LUMO: 9.862 eV
* calculated total energy: -2029.2703 Ha
* ΔE to the lowest compared entry with this formula, charge and spin: 1.838 eV
* SMILES string: CC1(C)[C@H]2CC[C@]1(C)[C@H](OC(=O)C(Cl)(Cl)SC#N)C2
* HOMO energy: -10.207 eV

Geometry as XYZ:
```
36
C13H17Cl2NO2S (ωB97M-V/def2-TZVPD)
N -0.008 -0.835 7.711
O -1.197 -1.336 2.752
Cl 1.286 -1.604 4.638
Cl 1.548 1.210 3.731
C -0.437 -0.368 6.691
O 0.308 0.067 1.559
S -0.878 0.484 5.123
C -0.200 -0.579 2.669
C 0.431 -0.174 4.007
C -0.136 2.364 -0.822
C 0.206 0.381 -3.440
C -1.919 0.224 -2.378
C 1.586 -1.111 -1.191
C -0.556 -1.466 -0.111
C 1.590 0.416 -0.864
C -0.544 0.010 0.428
C 0.064 -1.319 -1.510
C 0.110 0.790 -0.758
C -0.405 0.012 -2.058
H -0.161 2.824 -1.835
H -1.016 2.680 -0.278
H 0.668 2.759 -0.316
H -0.212 1.255 -3.903
H 0.212 -0.408 -4.154
H 1.196 0.528 -3.213
H -2.616 -0.431 -1.792
H -2.143 -0.200 -3.322
H -2.075 1.346 -2.363
H 2.036 -1.837 -0.442
H 2.122 -1.250 -2.088
H -1.549 -1.844 -0.167
H 0.002 -2.156 0.509
H 2.176 0.501 0.026
H 2.231 0.992 -1.472
H -1.580 0.292 0.680
H -0.140 -2.216 -2.046
```



The following is a quantum chemistry calculation of a single C13H17Cl3N2O2 molecule, from OMol25.

Summary:
* gap between HOMO and LUMO: 9.678 eV
* calculated total energy: -2146.1763 Ha
* ΔE to the lowest compared entry with this formula, charge and spin: 0.050 eV
* SMILES string: CCCCCCCOC(=O)c1nc(Cl)c(Cl)c(N)c1Cl
* HOMO energy: -9.245 eV

Geometry as XYZ:
```
37
C13H17Cl3N2O2 (ωB97M-V/def2-TZVPD)
C 3.521 -1.791 3.298
C 2.026 -1.954 3.546
C 1.263 -2.452 2.317
C 1.312 -1.518 1.106
C 0.787 -0.102 1.353
C -0.641 -0.022 1.895
C -1.698 -0.598 0.956
H -2.679 -0.583 1.438
H -1.450 -1.620 0.658
O -1.834 0.208 -0.219
C -1.343 -0.263 -1.359
O -0.802 -1.324 -1.506
C -1.575 0.720 -2.478
N -2.177 0.225 -3.552
C -2.405 1.012 -4.580
C -2.036 2.350 -4.613
C -1.388 2.910 -3.499
N -1.018 4.201 -3.468
H -1.140 4.763 -4.292
H -0.498 4.544 -2.680
C -1.170 2.042 -2.407
Cl -0.365 2.673 -1.018
Cl -2.350 3.338 -5.992
Cl -3.198 0.301 -5.917
H -0.712 -0.555 2.844
H -0.887 1.027 2.081
H 0.841 0.446 0.410
H 1.443 0.412 2.059
H 2.344 -1.435 0.760
H 0.746 -1.975 0.292
H 0.223 -2.629 2.599
H 1.682 -3.415 2.015
H 1.880 -2.677 4.352
H 1.609 -1.003 3.884
H 3.947 -2.718 2.921
H 3.715 -1.004 2.574
H 4.031 -1.531 4.224
```